1.
A molecular structure, C5H4BrNO3Tl. Source: the Open Molecules 2025 dataset; level of theory: the ωB97M-V functional and the def2-TZVPD basis.

Last column: natural (NBO) charge in e.
CARTESIAN COORDINATES (ANGSTROEM)
1 Tl -2.62711 -3.22129 0.03028  0.95
2 Br 0.05066 -2.28265 -3.39123  0.44
3 O -0.73599 -2.11215 -1.74081  -0.63
4 O 1.59178 2.43678 0.68298  -0.63
5 O 0.53649 -0.32750 -1.43104  -0.47
6 N -1.01889 -1.12470 0.19199  -0.72
7 C -0.87896 -0.21201 1.26205  0.02
8 C -0.08238 0.84132 1.36362  -0.29
9 C -0.37590 -1.09530 -0.91304  0.90
10 C 1.12522 0.81210 -0.83378  0.02
11 C 0.87793 1.33359 0.36166  0.24
12 H 1.36160 2.75786 1.55807  0.49
13 H 1.84880 1.24034 -1.50589  0.23
14 H -1.53890 -0.45928 2.08225  0.21
15 H -0.13435 1.41289 2.28290  0.23

The calculated total energy comes out at -3219.57358 Eh. The charge is +1. The value obtained for the LUMO energy is -4.6474 eV. The value obtained for the HOMO energy is -11.6 eV.


2.
11 unconnected molecules or ions with the total composition C62H157N11O20. Source: the Open Molecules 2025 dataset; level of theory: the ωB97M-V functional and the def2-TZVPD basis.

Last column: Löwdin charge in e.
CARTESIAN COORDINATES (ANGSTROEM)
1 O 29.22806 -4.43189 4.90262  -0.19
2 O 23.27741 -13.07382 10.82210  -0.19
3 O 24.47952 3.78310 5.22354  -0.25
4 O 30.62487 -4.10729 11.91344  -0.22
5 O 20.44859 3.00221 7.38262  -0.19
6 O 27.05560 -3.24000 -2.85314  -0.19
7 O 30.93912 -7.90081 8.83569  -0.19
8 O 24.22596 -7.62339 12.78939  -0.20
9 O 26.48848 -10.58176 16.02889  -0.20
10 O 19.18432 -1.18222 3.55106  -0.21
11 O 24.68437 -0.74574 5.04798  -0.17
12 O 25.43110 1.48380 10.30876  -0.18
13 O 30.26232 -7.31040 14.76369  -0.20
14 O 26.38352 -4.52269 10.32853  -0.19
15 O 28.52822 4.46022 -4.12348  -0.18
16 O 24.80692 4.15419 1.26969  -0.21
17 O 27.66605 -7.79711 0.68303  -0.20
18 O 20.09703 -3.83555 5.39524  -0.20
19 O 20.53846 -1.11798 11.33535  -0.17
20 O 24.56155 -3.21717 1.43336  -0.19
21 N 29.65019 -10.91850 15.44612  -0.06
22 N 24.19074 -3.12109 7.78047  -0.06
23 N 22.77716 -10.37688 11.45822  -0.05
24 N 20.27528 -0.54891 6.17146  -0.03
25 N 28.49884 -4.82788 1.86009  -0.05
26 N 24.58806 -4.79765 -1.51204  -0.03
27 N 25.82661 5.96310 7.13598  0.06
28 N 32.33552 -5.86069 10.14300  -0.04
29 N 23.76180 3.79133 7.90889  0.06
30 N 20.71136 -2.99790 8.16496  -0.07
31 N 26.44638 5.18347 -1.25214  -0.10
32 C 27.66027 -4.80155 3.05166  -0.21
33 C 25.83076 3.22246 1.15609  -0.13
34 C 24.49397 3.38336 9.08058  -0.44
35 C 24.61643 -3.39828 -1.01001  -0.19
36 C 27.88352 -5.34212 0.65072  -0.21
37 C 21.77457 -11.43342 11.59444  -0.22
38 C 23.08474 -7.99110 12.03422  -0.22
39 C 25.02156 0.58110 5.35054  -0.11
40 C 24.60755 -3.52107 9.11072  -0.20
41 C 20.09113 -0.11608 3.72030  -0.21
42 C 23.76677 -3.28994 0.25744  -0.21
43 C 26.74687 4.65236 -2.58607  -0.19
44 C 23.41344 3.83326 4.29925  -0.09
45 C 18.01126 -0.90901 2.86782  -0.12
46 C 31.82482 -4.72657 12.29665  -0.24
47 C 20.98151 -0.45002 4.88386  -0.20
48 C 22.56888 -9.33788 12.48827  -0.19
49 C 28.42012 -3.01036 -3.01164  -0.12
50 C 26.07593 -3.89113 9.11653  -0.23
51 C 27.28119 3.98370 6.69848  -0.06
52 C 29.92175 4.35439 -4.34965  -0.10
53 C 29.47978 -9.48587 15.66669  -0.21
54 C 25.04519 5.30601 -0.88709  -0.21
55 C 29.73721 -3.49778 5.82195  -0.11
56 C 30.23825 -6.71508 9.12698  -0.24
57 C 27.25171 -11.51582 15.27806  -0.22
58 C 20.77771 0.22071 11.69216  -0.12
59 C 28.23979 4.75695 -2.79610  -0.27
60 C 28.17013 -3.89054 4.13004  -0.23
61 C 27.74983 -4.56992 10.63620  -0.09
62 C 23.67331 3.79634 10.30582  -0.05
63 C 24.88719 5.39050 0.61816  -0.23
64 C 20.27720 -4.29842 4.05947  -0.08
65 C 24.04991 -1.44585 6.08270  -0.23
66 C 25.19924 -4.78028 -2.85172  -0.20
67 C 24.93443 -2.03004 7.18502  -0.20
68 C 30.49662 -2.78669 12.37686  -0.11
69 C 20.67817 1.92880 6.51569  -0.24
70 C 30.16039 -8.69600 14.53596  -0.24
71 C 28.50310 -8.11416 1.79986  -0.08
72 C 22.01878 -12.50417 10.57548  -0.25
73 C 26.44203 5.09308 6.10667  -0.43
74 C 29.06274 -6.62492 14.42334  -0.10
75 C 25.94356 0.16996 10.22632  -0.10
76 C 31.16858 -5.51328 9.30424  -0.19
77 C 19.74018 0.74998 6.62648  -0.20
78 C 23.43714 -14.28805 10.13392  -0.12
79 C 26.71388 -4.59540 -2.96722  -0.24
80 C 24.67882 -6.34623 12.39829  -0.11
81 C 26.95347 -6.56198 0.69159  -0.21
82 C 20.90356 -1.37462 9.99175  -0.23
83 C 28.58471 -11.75339 15.96982  -0.22
84 C 25.33958 -10.16391 15.37843  -0.14
85 C 25.56374 4.67454 4.93122  -0.17
86 C 32.09798 -6.02689 11.56865  -0.20
87 C 23.71512 -3.10573 2.53260  -0.14
88 C 24.77956 1.87651 9.12246  -0.22
89 C 20.28645 -4.32272 7.74003  -0.21
90 C 19.20902 3.63187 7.40063  -0.11
91 C 30.14337 -8.94097 8.34779  -0.11
92 C 20.57753 -2.77401 9.59165  -0.22
93 C 20.75534 -4.62451 6.34893  -0.24
94 H 27.35115 -3.71838 4.84801  0.12
95 H 23.10043 -9.58821 13.42148  0.11
96 H 30.63464 -4.67769 9.74557  0.09
97 H 18.58516 3.22849 8.21189  0.09
98 H 23.14440 -4.18332 0.37389  0.12
99 H 31.50947 -5.20568 8.31053  0.10
100 H 23.88020 1.25174 9.01150  0.13
101 H 22.71785 3.26368 10.39124  0.07
102 H 28.81712 -12.80506 15.80827  0.11
103 H 25.75172 0.71710 6.17008  0.08
104 H 30.38374 -4.05027 6.51100  0.07
105 H 21.59304 0.27599 12.41136  0.09
106 H 26.97089 0.22549 9.83177  0.10
107 H 20.62278 2.32166 5.48151  0.12
108 H 24.98063 -6.28347 11.35066  0.07
109 H 23.93805 -5.57855 12.66037  0.09
110 H 23.33161 -0.84045 6.65504  0.12
111 H 22.01157 -12.02750 9.58288  0.13
112 H 24.15956 1.22584 5.57073  0.07
113 H 29.77103 -8.73486 7.33510  0.09
114 H 29.23372 -9.08765 8.94841  0.09
115 H 19.36174 0.63388 7.65111  0.11
116 H 24.45076 -14.65717 10.21424  0.09
117 H 25.18386 5.36369 7.65191  0.03
118 H 24.76673 6.32386 -1.21270  0.12
119 H 29.50484 -2.41089 12.12022  0.07
120 H 28.01290 3.51308 6.03976  0.08
121 H 27.96776 -5.13401 11.53663  0.08
122 H 24.00612 -4.37989 9.42101  0.12
123 H 27.08741 5.12284 -0.48481  0.10
124 H 28.90277 -3.19710 6.46620  0.08
125 H 24.21431 3.68256 11.24242  0.08
126 H 29.45474 -6.45400 8.39868  0.12
127 H 22.96180 -3.90930 2.63972  0.07
128 H 21.74887 0.32777 4.96465  0.10
129 H 26.70622 3.17865 7.17310  0.05
130 H 24.27880 -3.18203 3.46013  0.08
131 H 26.66112 -12.43745 15.31600  0.12
132 H 26.20163 4.12866 4.22492  0.12
133 H 25.92431 2.77441 0.15639  0.09
134 H 22.77282 2.95219 4.30583  0.07
135 H 21.71641 1.59843 6.61420  0.11
136 H 23.14432 -2.38666 0.21153  0.12
137 H 19.61782 0.86622 3.85051  0.12
138 H 25.63735 2.34975 1.78883  0.08
139 H 19.75842 -3.54383 3.47607  0.08
140 H 27.22402 5.70208 5.61940  0.13
141 H 22.30522 -7.22090 12.07683  0.12
142 H 31.06981 -2.10207 11.71784  0.10
143 H 30.27632 3.42374 -3.90248  0.09
144 H 28.66385 -5.57394 -0.08310  0.12
145 H 27.89818 -8.19628 2.70805  0.09
146 H 24.20370 -2.67842 -1.71314  0.12
147 H 25.62252 -3.05947 -0.73706  0.11
148 H 22.80849 3.44955 7.89335  0.06
149 H 26.27261 -4.61118 8.30834  0.14
150 H 29.35838 -5.58055 14.57983  0.09
151 H 26.35699 3.62971 -2.68392  0.12
152 H 21.18345 -3.56985 10.06546  0.12
153 H 20.82575 -5.01700 8.39915  0.12
154 H 23.19775 -3.20140 7.60943  0.07
155 H 29.31338 -7.39780 1.90564  0.07
156 H 23.55954 -2.26168 5.55204  0.11
157 H 25.19776 6.60626 6.65706  0.07
158 H 21.53009 -9.30926 12.82372  0.11
159 H 28.86797 -9.09960 1.52065  0.09
160 H 25.18337 5.60435 4.49142  0.13
161 H 30.47227 -11.19697 15.97319  0.11
162 H 31.30726 -6.75466 11.81382  0.11
163 H 29.94272 -9.14442 16.61277  0.13
164 H 23.09515 -14.21786 9.08744  0.09
165 H 24.34020 4.56258 -1.26689  0.13
166 H 25.50880 3.77591 9.21723  0.13
167 H 25.83310 -2.40378 6.68087  0.11
168 H 28.43762 -2.95020 3.62739  0.13
169 H 31.75214 -5.01630 13.36407  0.12
170 H 32.55713 -6.77112 9.74272  0.09
171 H 28.35353 -11.59588 17.03509  0.13
172 H 26.81452 3.59238 1.48322  0.09
173 H 28.82596 -6.68489 13.35988  0.08
174 H 20.64339 -0.08717 2.77060  0.13
175 H 30.12598 4.31987 -5.41997  0.09
176 H 25.59904 6.08191 1.10131  0.13
177 H 28.96630 -3.27761 -2.09210  0.09
178 H 28.72874 4.13062 -2.03694  0.13
179 H 26.65065 -2.97579 8.91773  0.12
180 H 21.58600 -1.33592 4.68403  0.11
181 H 30.74337 -9.84454 8.36312  0.09
182 H 30.39950 5.28033 -4.01022  0.09
183 H 29.75321 -6.84429 10.11413  0.11
184 H 25.16025 -5.30586 -0.84552  0.07
185 H 20.45701 -0.63840 9.31012  0.11
186 H 26.70508 -4.35007 2.75985  0.11
187 H 29.34063 -5.35356 2.04281  0.09
188 H 19.46091 -1.12089 5.93511  0.11
189 H 19.90941 0.59190 12.25574  0.09
190 H 22.71715 -15.04152 10.50829  0.09
191 H 31.13491 -9.11919 14.29098  0.12
192 H 25.57745 1.05071 4.53248  0.09
193 H 26.16591 -6.51803 1.45754  0.12
194 H 20.87674 0.93888 10.87679  0.08
195 H 25.05628 -5.76873 -3.30424  0.11
196 H 23.70163 4.05318 3.26684  0.07
197 H 24.76709 -3.98813 -3.45893  0.12
198 H 28.42789 -9.22541 15.79316  0.10
199 H 30.32028 -2.69377 5.37260  0.09
200 H 19.22546 4.70694 7.57733  0.09
201 H 24.37909 -2.73485 9.85191  0.11
202 H 17.25472 -1.67810 3.02826  0.09
203 H 23.45075 -8.09389 11.00643  0.12
204 H 21.84668 -11.86018 12.60778  0.12
205 H 25.55299 -6.11012 13.00966  0.08
206 H 18.12352 -0.73662 1.79234  0.09
207 H 18.79047 0.94116 6.09615  0.12
208 H 28.30609 -6.85146 15.17367  0.09
209 H 21.27569 -13.30846 10.52171  0.12
210 H 17.52632 -0.02100 3.31078  0.09
211 H 33.02456 -6.38211 12.02567  0.12
212 H 28.39090 -4.94417 9.82274  0.07
213 H 20.54242 -5.69462 6.21102  0.13
214 H 19.21055 -4.42996 7.93984  0.13
215 H 28.11650 -3.53552 10.75139  0.08
216 H 21.99631 -1.27346 9.89244  0.12
217 H 18.63909 3.46430 6.47538  0.09
218 H 27.29574 -5.21362 -2.26800  0.11
219 H 23.09651 -2.20165 2.45017  0.09
220 H 26.95822 -4.94507 -3.98331  0.12
221 H 27.90439 4.39359 7.50019  0.08
222 H 20.80014 -10.95986 11.48017  0.12
223 H 24.25054 3.64458 7.01002  0.05
224 H 22.78722 4.69630 4.59315  0.10
225 H 19.82433 -5.28893 3.91339  0.09
226 H 21.34305 -4.39228 3.81344  0.07
227 H 20.47639 -2.22683 7.54957  0.07
228 H 28.85091 -3.65469 -3.79254  0.09
229 H 23.95625 5.89931 0.88769  0.12
230 H 27.47538 -5.82806 3.40004  0.12
231 H 27.41377 -11.16449 14.25457  0.13
232 H 29.48898 -8.92393 13.68639  0.12
233 H 27.37776 -4.51411 0.12980  0.10
234 H 25.18000 -1.26484 7.93637  0.09
235 H 26.41221 -6.56923 -0.25895  0.10
236 H 30.84077 -2.64526 13.40114  0.09
237 H 25.31662 -0.52793 9.67541  0.05
238 H 24.55790 -9.98240 16.11845  0.09
239 H 21.82359 -4.39806 6.25316  0.12
240 H 28.68421 -1.98248 -3.24582  0.09
241 H 25.49568 1.70988 8.29732  0.10
242 H 26.09156 -0.17446 11.25252  0.09
243 H 26.15646 5.33897 -3.20251  0.12
244 H 25.42216 -9.25394 14.76915  0.08
245 H 24.90503 -10.90235 14.68580  0.08
246 H 32.71387 -4.08014 12.29773  0.13
247 H 23.35503 4.83089 10.14686  0.08
248 H 23.68460 -10.76971 11.69108  0.11
249 H 19.59818 -3.10170 10.01406  0.12
250 H 28.48930 5.80530 -2.57535  0.13

The calculated total energy comes out at -4562.96487 Eh. As for the SMILES: COC[C@H](C)N.COC[C@H](C)N.COCCNCCOC.COCCNCCOC.COCCNCCOC.COCCNCCOC.COCCNCCOC.COCCNCCOC.COCCNCCOC.COCCNCCOC.COCCNCCOC. The charge is 0. The value obtained for the LUMO energy is 0.3379 eV. The value obtained for the HOMO energy is -8.2 eV.


3.
A single C4H9N5 molecule. Source: the Open Molecules 2025 dataset; level of theory: the ωB97M-V functional and the def2-TZVPD basis.

Last column: natural (NBO) charge in e.
CARTESIAN COORDINATES (ANGSTROEM)
1 N 1.51283 0.51544 -0.53516  -0.46
2 N -1.08181 -0.63655 -0.01356  -0.67
3 N -1.93015 1.53044 -0.08803  -0.70
4 N 1.66699 -0.82106 -0.17125  -0.26
5 N -3.51284 -1.00652 -0.07149  -0.66
6 C 0.52626 1.23911 0.19567  -0.29
7 C 2.84429 -1.15723 0.13550  -0.10
8 C -0.89876 0.75279 0.03558  0.44
9 C -2.29063 -1.39117 -0.09885  0.27
10 H -1.60082 2.48039 -0.00380  0.33
11 H 0.61703 2.29954 -0.18733  0.23
12 H -0.14948 -1.04660 -0.22565  0.43
13 H 2.99427 -2.16945 0.46345  0.19
14 H 3.71423 -0.45884 0.09883  0.16
15 H -1.98143 -2.43195 -0.21813  0.16
16 H -3.51082 0.04137 -0.00793  0.37
17 H 0.72779 1.16864 1.31640  0.19
18 H 2.35306 1.09165 -0.62423  0.35

The calculated total energy comes out at -431.52166 Eh. As for the SMILES: [H]/N=C\N/C(CNN=C)=N/[H]. The charge is 0. The value obtained for the LUMO energy is 0.5649 eV. The value obtained for the HOMO energy is -8.9 eV.